{"formula": "C27H45F16NO14S4", "method": "ωB97M-V/def2-TZVPD", "elements": ["S", "S", "S", "S", "F", "F", "F", "F", "F", "F", "F", "F", "F", "F", "F", "F", "F", "F", "F", "F", "O", "O", "O", "O", "O", "O", "O", "O", "O", "O", "O", "O", "O", "O", "N", "C", "C", "C", "C", "C", "C", "C", "C", "C", "C", "C", "C", "C", "C", "C", "C", "C", "C", "C", "C", "C", "C", "C", "C", "C", "C", "C", "H", "H", "H", "H", "H", "H", "H", "H", "H", "H", "H", "H", "H", "H", "H", "H", "H", "H", "H", "H", "H", "H", "H", "H", "H", "H", "H", "H", "H", "H", "H", "H", "H", "H", "H", "H", "H", "H", "H", "H", "H", "H", "H", "H", "H"], "positions_angstrom": [[10.61308, -11.43208, -3.81282], [19.53327, -6.07895, -4.63604], [6.08362, -7.49886, -2.44200], [11.26574, -2.78844, -10.27707], [18.68302, -0.73049, 0.49313], [14.79288, -5.10210, -0.63710], [15.26494, -6.09333, -2.49392], [12.84990, -6.57271, -5.13070], [11.11045, -7.97496, -5.01704], [17.50570, -0.37486, -1.29745], [9.08950, -2.40486, -5.76686], [18.25287, -3.46216, 0.24872], [9.74216, -0.46731, -4.09065], [12.90530, -4.41445, -2.56431], [11.42559, -1.68419, -3.23133], [14.49301, -3.83538, -4.00921], [9.37982, -6.13947, -5.80753], [11.11827, -1.81380, -6.06692], [18.82728, -2.74904, -1.69563], [10.96607, -6.43204, -7.28207], [10.67378, -3.73800, -4.95502], [10.32758, -3.52920, -11.08050], [12.15047, -10.99514, -3.55336], [10.91035, -2.28567, -8.96354], [18.32181, -6.01081, -5.74847], [9.80039, -10.23580, -3.81671], [20.60814, -5.29026, -5.14940], [16.64032, -3.00261, -1.27249], [6.14049, -9.12793, -2.29682], [10.52879, -12.33059, -4.92092], [4.76090, -7.11795, -2.84127], [6.69385, -6.99853, -1.23218], [18.97128, -5.82324, -3.32770], [12.64244, -3.59441, -10.25024], [4.11482, 1.47096, -4.04590], [19.88972, -7.81636, -4.80693], [5.15487, 1.50280, -6.19518], [10.71115, -5.94263, -6.04357], [6.28253, 0.90287, -5.66081], [5.20535, -9.87288, -3.08674], [12.74943, -4.60594, -9.23631], [12.42823, -9.91563, -2.65178], [17.68441, -1.23277, -0.26126], [4.09461, 1.79731, -5.34083], [6.37349, 0.70916, -4.28827], [14.20146, -3.98097, -2.67313], [15.20474, -4.86138, -1.90042], [17.86255, -2.67429, -0.76151], [10.22191, -1.70716, -3.84709], [10.96624, -4.44945, -6.13247], [7.18438, -7.38057, -3.91418], [16.01069, -6.02632, -6.37193], [13.76147, -9.27408, -3.01428], [5.57732, -11.33096, -3.01291], [11.51493, -6.68517, -4.98114], [17.03540, -6.50886, -5.37962], [5.25995, 1.03890, -3.52159], [10.31695, -2.43417, -5.19651], [11.89484, -1.42457, -11.23489], [13.90796, -5.53326, -9.56894], [10.24856, -12.33868, -2.31660], [16.59861, -4.26472, -1.92905], [14.81976, -4.94407, -9.66561], [5.04181, 1.64874, -7.26086], [10.37668, -11.69889, -1.44971], [16.78347, -6.13685, -4.38411], [11.84692, -5.21873, -9.20521], [16.30732, -6.31143, -7.38188], [14.52554, -10.02237, -2.80417], [13.79276, -8.99724, -4.06540], [11.63032, -9.17303, -2.69304], [5.24721, 0.70172, -2.49175], [16.90053, -4.10094, -2.96593], [7.28554, 0.32265, -3.85739], [4.76020, -11.92346, -3.42938], [16.02705, -4.93579, -6.30472], [5.59459, -11.60541, -1.95619], [20.03703, -7.91209, -5.88144], [9.19502, -12.58510, -2.44584], [12.55362, -0.86495, -10.57749], [9.54462, -2.17841, -3.13206], [7.50567, -6.37349, -4.16791], [20.85049, -8.00331, -4.32700], [12.42003, -1.88370, -12.06977], [10.42858, -4.06961, -7.00430], [16.77760, -1.17209, 0.34539], [19.12969, -8.47602, -4.40648], [6.64437, -7.78604, -4.76508], [14.00740, -6.21569, -8.72624], [17.25880, -4.97469, -1.42617], [3.25369, 2.32319, -5.77306], [12.89031, -4.17970, -8.24427], [11.24940, -6.26131, -4.00694], [10.85319, -13.24058, -2.33529], [12.48356, -10.32313, -1.63957], [5.15921, -9.54389, -4.12921], [14.22114, -2.94428, -2.29872], [7.12511, 0.69639, -6.30943], [12.01365, -4.39655, -6.44855], [4.19834, -9.71058, -2.69856], [17.06029, -7.60253, -5.34824], [6.49703, -11.56572, -3.54240], [13.86006, -8.40903, -2.36066], [11.08549, -0.81325, -11.62261], [15.00539, -6.37739, -6.15210], [13.69931, -6.05490, -10.50026], [8.05811, -7.97380, -3.65211]], "homo_ev": -9.435, "fmax_ev_per_a": 2.0, "gap_ev": 9.7, "multiplicity": 1, "molar_mass_g_mol": 1039.886, "lumo_ha": 0.0083}